1.
The following is a quantum chemistry calculation of a cluster of 3 separate species, C2H8NS in total in a non-equilibrium geometry, from the Open Molecules 2025 dataset.

**Lowest unoccupied orbital energy**: -3.970 eV
**HOMO energy**: -0.3718 Ha
**Calculated total energy**: -533.504261 a.u.
**Relative energy (zero: lowest compared OMol25 entry of this formula, charge and spin)**: 110.3 kcal/mol
**Maximum force**: 4.75 eV Å⁻¹
**Net charge**: +1

XYZ file:
```
12
Properties=species:S:1:pos:R:3:forces:R:3
S 7.629 28.687 1.445 -3.5 -3.0 -1.0
H 6.048 27.447 1.172 2.7 2.5 1.1
H 7.605 27.982 0.287 0.8 0.5 -0.1
C -5.749 -20.171 -0.847 0.7 2.1 -0.2
C -4.558 -19.635 -1.046 -0.9 3.9 0.5
N -5.947 -21.666 -1.025 1.5 4.1 0.8
H -6.598 -19.480 -0.623 0.3 -1.4 -0.2
H -4.452 -18.439 -0.972 -0.5 -3.0 0.0
H -3.626 -20.049 -1.289 1.0 -1.2 -0.3
H -6.352 -21.645 -1.925 -1.1 -1.4 -1.2
H -6.489 -21.799 -0.209 -1.0 -1.8 0.7
H -4.971 -21.919 -0.994 0.1 -1.4 0.0
```
Positions in Å, forces in eV/Å.

---

2.
The following is a quantum chemistry calculation of the ion C2H8NS with charge +1 in a non-equilibrium geometry, from the Open Molecules 2025 dataset.

**Lowest unoccupied orbital energy**: -3.889 eV
**SMILES**: C[NH2+]CS
**HOMO energy**: -0.5274 Ha
**Calculated total energy**: -533.634701 a.u.
**Relative energy (zero: lowest compared OMol25 entry of this formula, charge and spin)**: 28.4 kcal/mol
**Maximum force**: 4.35 eV Å⁻¹
**Net charge**: +1

XYZ file:
```
12
Properties=species:S:1:pos:R:3:forces:R:3
C 0.193 -0.965 -0.982 -1.1 -0.7 1.0
N -0.586 -0.202 0.110 1.3 -2.4 3.4
C 0.065 1.100 0.430 4.2 0.2 -0.4
S -0.780 2.003 1.698 0.3 -0.6 0.7
H 0.291 -0.182 -1.725 0.4 -0.5 -0.5
H 1.135 -1.388 -0.594 -0.3 0.8 -0.1
H -0.412 -1.847 -1.290 0.3 0.9 -0.1
H -0.578 -0.670 1.158 0.1 0.7 -3.4
H -1.580 -0.215 -0.053 -0.6 0.7 -0.6
H 1.178 0.712 0.849 -2.9 1.3 -1.2
H 0.288 1.778 -0.505 -0.7 -1.7 1.7
H -1.138 2.836 0.786 -0.9 1.4 -0.6
```
Positions in Å, forces in eV/Å.

---

3.
The following is a quantum chemistry calculation of a cluster of 2 separate species, C2H8NSe2 in total in a non-equilibrium geometry, from the Open Molecules 2025 dataset.

**Lowest unoccupied orbital energy (alpha / beta)**: -3.544 / -5.866 eV
**HOMO energy (alpha / beta)**: -0.4786 / -0.4653 Ha
**Multiplicity**: 3
**Expectation value of S²**: 2.007
**Calculated total energy**: -4938.186712 a.u.
**Maximum force**: 4.99 eV Å⁻¹
**Net charge**: +1

XYZ file:
```
13
Properties=species:S:1:pos:R:3:forces:R:3
C 0.962 -0.978 0.979 1.2 1.7 0.1
C -0.358 1.010 0.122 -0.6 1.3 -0.5
N -0.241 -0.151 1.135 2.8 -0.2 -4.1
Se 1.101 -1.017 -2.575 1.0 -0.3 -1.4
Se -2.272 1.585 0.421 0.6 0.3 -0.3
H 1.916 -0.428 1.142 -0.9 -0.8 -0.3
H 0.768 -1.996 1.165 0.3 -1.1 0.1
H 0.360 1.892 0.344 -1.1 -1.9 -0.1
H -0.227 0.669 -0.961 -0.1 0.1 1.8
H -0.980 -0.768 0.925 -1.8 -0.6 0.3
H -0.197 0.156 2.045 -0.8 1.2 2.8
H 1.995 -1.272 -3.826 -1.0 0.3 1.3
H -2.827 1.299 -0.916 0.4 -0.1 0.1
```
Positions in Å, forces in eV/Å.

---

4.
The following is a quantum chemistry calculation of a cluster of 2 separate species, C2H8O in total in a non-equilibrium geometry, from the Open Molecules 2025 dataset.

**Lowest unoccupied orbital energy**: 0.864 eV
**SMILES**: CC.O
**HOMO energy**: -0.4258 Ha
**Calculated total energy**: -156.225101 a.u.
**Relative energy (zero: lowest compared OMol25 entry of this formula, charge and spin)**: 0.0 kcal/mol
**Maximum force**: 1.09 eV Å⁻¹
**Net charge**: 0

XYZ file:
```
11
Properties=species:S:1:pos:R:3:forces:R:3
C -0.157 -0.987 0.585 -0.1 -0.7 0.8
C -0.436 0.280 1.360 -0.1 0.3 -0.4
H -0.667 -1.831 1.058 -0.1 0.0 0.0
H 0.903 -1.227 0.647 0.1 0.0 -0.4
H -0.524 -0.937 -0.428 0.3 0.1 -0.4
H -0.217 0.175 2.415 0.1 0.0 0.2
H 0.178 1.084 0.956 0.0 0.2 0.1
H -1.477 0.574 1.243 -0.1 0.1 0.1
O 0.474 0.739 -2.545 0.2 0.1 -0.2
H 0.899 0.934 -3.392 -0.2 -0.1 0.2
H 1.025 1.194 -1.898 -0.1 -0.1 0.0
```
Positions in Å, forces in eV/Å.

---

5.
The following is a quantum chemistry calculation of a cluster of 2 separate species, C2H8O2 in total in a non-equilibrium geometry, from the Open Molecules 2025 dataset.

**Lowest unoccupied orbital energy**: 0.757 eV
**SMILES**: CO.CO
**HOMO energy**: -0.3765 Ha
**Calculated total energy**: -231.422256 a.u.
**Relative energy (zero: lowest compared OMol25 entry of this formula, charge and spin)**: 25.1 kcal/mol
**Maximum force**: 1.61 eV Å⁻¹
**Net charge**: 0

XYZ file:
```
12
Properties=species:S:1:pos:R:3:forces:R:3
C 1.019 -2.749 0.868 1.6 0.0 -0.2
O 0.028 -2.687 -0.096 -1.4 -0.4 -0.6
H 1.183 -3.762 1.235 -0.4 0.0 0.6
H 1.944 -2.533 0.332 0.6 0.5 0.5
H 0.841 -2.019 1.657 0.0 -0.2 0.0
H 0.051 -3.549 -0.517 -0.4 0.1 -0.3
C -0.673 3.231 -0.536 -0.9 -0.9 -0.4
O -1.560 2.195 -1.045 0.4 0.7 -0.5
H -0.357 3.935 -1.306 -0.2 -0.4 -0.5
H -1.294 3.819 0.141 0.7 0.0 0.7
H 0.228 2.744 -0.165 -0.1 0.4 0.6
H -1.410 1.375 -0.570 0.1 0.1 0.1
```
Positions in Å, forces in eV/Å.

---

6.
The following is a quantum chemistry calculation of a cluster of 2 separate species, C2H8O2 in total, from the Open Molecules 2025 dataset.

**Lowest unoccupied orbital energy**: 0.921 eV
**SMILES**: CO.CO
**HOMO energy**: -0.3766 Ha
**Calculated total energy**: -231.435746 a.u.
**Relative energy (zero: lowest compared OMol25 entry of this formula, charge and spin)**: 16.7 kcal/mol
**Maximum force**: 0.46 eV Å⁻¹
**Net charge**: 0

XYZ file:
```
12
Properties=species:S:1:pos:R:3:forces:R:3
C -1.268 -1.279 0.116 0.1 0.3 0.4
O -1.052 -2.239 -0.900 0.1 0.0 -0.1
H -0.491 -1.298 0.888 0.0 -0.2 0.0
H -1.223 -0.282 -0.314 -0.1 -0.1 -0.2
H -2.244 -1.405 0.595 0.0 0.0 0.0
H -1.037 -3.106 -0.489 0.0 -0.1 0.0
C 1.464 1.370 -0.100 0.1 -0.1 0.0
O 0.301 1.796 0.595 0.1 0.0 0.0
H 2.326 2.009 0.112 -0.1 0.1 0.0
H 1.719 0.369 0.242 -0.1 0.0 0.0
H 1.299 1.329 -1.180 0.0 0.0 0.0
H 0.205 2.738 0.435 -0.1 0.0 0.0
```
Positions in Å, forces in eV/Å.

---

7.
The following is a quantum chemistry calculation of a cluster of 2 separate species, C2H8O2 in total in a non-equilibrium geometry, from the Open Molecules 2025 dataset.

**Lowest unoccupied orbital energy**: 0.819 eV
**SMILES**: CO.CO
**HOMO energy**: -0.3767 Ha
**Calculated total energy**: -231.428016 a.u.
**Relative energy (zero: lowest compared OMol25 entry of this formula, charge and spin)**: 21.5 kcal/mol
**Maximum force**: 1.20 eV Å⁻¹
**Net charge**: 0

XYZ file:
```
12
Properties=species:S:1:pos:R:3:forces:R:3
C 0.838 2.048 -0.878 -0.5 -0.3 -0.1
O 1.833 1.997 0.134 -0.2 0.4 0.1
H 0.684 3.006 -1.385 0.8 0.0 0.0
H 1.130 1.267 -1.584 -0.4 0.2 -0.3
H -0.179 1.860 -0.499 0.4 -0.4 0.3
H 2.197 2.870 0.287 -0.1 0.1 0.0
C -1.004 -2.358 0.962 0.7 0.9 0.4
O -1.788 -1.642 0.035 -0.4 0.1 -0.7
H -1.627 -2.600 1.820 -0.2 -0.4 -0.3
H -0.244 -1.692 1.393 0.2 -0.1 -0.2
H -0.500 -3.224 0.535 -0.2 -0.2 0.1
H -1.341 -1.533 -0.819 0.0 -0.2 0.6
```
Positions in Å, forces in eV/Å.

---

8.
The following is a quantum chemistry calculation of a cluster of 3 separate species, C2H8O3 in total in a non-equilibrium geometry, from the Open Molecules 2025 dataset.

**Lowest unoccupied orbital energy**: 0.590 eV
**SMILES**: C=CO.O.O
**HOMO energy**: -0.3188 Ha
**Calculated total energy**: -306.682825 a.u.
**Relative energy (zero: lowest compared OMol25 entry of this formula, charge and spin)**: 17.0 kcal/mol
**Maximum force**: 2.33 eV Å⁻¹
**Net charge**: 0

XYZ file:
```
13
Properties=species:S:1:pos:R:3:forces:R:3
C -2.372 -0.831 -0.881 1.3 0.2 -0.2
C -1.115 -0.360 -0.974 -1.5 -1.7 0.4
O -0.761 0.626 -0.143 1.0 0.6 0.6
H -2.653 -1.602 -1.582 -0.3 -0.1 0.3
H -2.964 -0.487 -0.037 -0.4 0.1 -0.6
H -0.393 -0.986 -1.510 0.2 1.0 -0.3
H 0.194 0.830 -0.113 -0.2 0.3 -0.5
O 1.920 1.390 0.065 0.0 -0.7 0.4
H 2.601 2.055 0.169 0.0 0.1 0.0
H 2.091 0.667 0.714 0.0 0.5 -0.4
O 1.382 -0.937 1.372 -1.4 -0.2 0.4
H 1.031 -0.985 2.274 0.8 0.0 0.3
H 0.499 -0.915 0.951 0.6 0.0 -0.5
```
Positions in Å, forces in eV/Å.

---

9.
The following is a quantum chemistry calculation of a cluster of 3 separate species, C2H8O4 in total, from the Open Molecules 2025 dataset.

**Lowest unoccupied orbital energy**: 0.692 eV
**SMILES**: CC(=O)O.O.O
**HOMO energy**: -0.3748 Ha
**Calculated total energy**: -381.986960 a.u.
**Relative energy (zero: lowest compared OMol25 entry of this formula, charge and spin)**: 6.9 kcal/mol
**Maximum force**: 0.85 eV Å⁻¹
**Net charge**: 0

XYZ file:
```
14
Properties=species:S:1:pos:R:3:forces:R:3
C 0.317 -0.328 2.611 0.2 -0.4 0.1
C -0.168 -0.220 1.192 0.2 0.6 -0.6
O 0.211 -0.928 0.286 -0.1 -0.4 0.5
O -0.904 0.877 0.937 0.5 -0.1 0.7
H -0.315 -0.874 3.305 -0.5 0.0 -0.2
H 1.248 -0.894 2.561 0.0 0.2 0.1
H 0.467 0.667 3.019 0.1 0.0 0.0
H -0.651 1.142 0.023 -0.7 -0.1 -0.4
O -0.461 1.523 -1.617 0.1 0.4 0.1
H -1.109 1.838 -2.246 -0.1 0.0 -0.1
H 0.200 1.032 -2.116 0.1 -0.5 0.0
O 0.915 -0.911 -2.490 0.2 -0.7 0.1
H 0.406 -1.534 -1.950 -0.4 0.6 0.1
H 1.791 -1.283 -2.338 0.2 0.4 -0.3
```
Positions in Å, forces in eV/Å.

---

10.
The following is a quantum chemistry calculation of a cluster of 2 separate species, C2H8OS2 in total, from the Open Molecules 2025 dataset.

**Lowest unoccupied orbital energy**: 0.299 eV
**SMILES**: CCO.SS
**HOMO energy**: -0.3617 Ha
**Calculated total energy**: -952.587349 a.u.
**Relative energy (zero: lowest compared OMol25 entry of this formula, charge and spin)**: 16.5 kcal/mol
**Maximum force**: 0.87 eV Å⁻¹
**Net charge**: 0

XYZ file:
```
13
Properties=species:S:1:pos:R:3:forces:R:3
C 2.141 -0.155 -1.423 0.6 0.3 0.5
C 2.521 0.680 -0.197 0.5 -0.1 -0.7
O 3.651 1.528 -0.446 -0.3 0.1 0.1
H 2.211 0.468 -2.312 -0.3 0.0 -0.1
H 1.152 -0.580 -1.295 -0.2 0.0 -0.2
H 2.860 -0.968 -1.525 0.0 -0.1 -0.1
H 1.717 1.363 0.056 -0.1 0.0 0.3
H 2.761 0.005 0.631 -0.3 0.2 0.2
H 4.296 1.081 -0.997 0.0 -0.2 0.0
S -1.346 -1.164 0.485 -0.1 -0.1 0.0
S -2.736 0.336 0.608 0.0 0.3 0.0
H -1.315 -1.511 1.781 0.0 0.0 0.0
H -3.873 -0.359 0.440 0.1 -0.2 0.0
```
Positions in Å, forces in eV/Å.

---

11.
The following is a quantum chemistry calculation of the molecule C2H8OSi2 in a non-equilibrium geometry, from the Open Molecules 2025 dataset.

**Lowest unoccupied orbital energy**: 0.572 eV
**SMILES**: C=C[Si@H](O)[SiH3]
**HOMO energy**: -0.3496 Ha
**Calculated total energy**: -735.163624 a.u.
**Relative energy (zero: lowest compared OMol25 entry of this formula, charge and spin)**: 42.4 kcal/mol
**Maximum force**: 4.32 eV Å⁻¹
**Net charge**: 0

XYZ file:
```
13
Properties=species:S:1:pos:R:3:forces:R:3
C -1.985 -1.078 1.463 -0.3 3.1 0.0
C -1.076 -0.125 1.056 1.3 -3.6 -1.9
Si 0.885 -0.271 0.319 -2.3 0.1 3.1
O 1.602 0.641 1.499 0.9 0.5 0.7
Si 0.967 0.856 -1.667 -0.1 1.5 0.8
H -3.026 -0.705 1.741 1.3 -0.6 -0.6
H -1.851 -2.138 1.637 0.6 0.1 0.1
H -1.330 0.803 0.583 -1.0 0.8 0.9
H 1.530 -1.595 0.341 -0.2 -0.3 -0.3
H 1.696 0.474 2.461 -0.4 -0.1 -1.3
H 0.106 0.209 -2.549 -1.3 -1.0 -1.2
H 2.224 0.869 -2.283 1.7 -0.3 -0.6
H 0.619 2.308 -1.683 -0.2 -0.2 0.4
```
Positions in Å, forces in eV/Å.

---

12.
The following is a quantum chemistry calculation of a cluster of 2 separate species, C2H8S2 in total in a non-equilibrium geometry, from the Open Molecules 2025 dataset.

**Lowest unoccupied orbital energy**: 0.310 eV
**SMILES**: CC.SS
**HOMO energy**: -0.3509 Ha
**Calculated total energy**: -877.341742 a.u.
**Relative energy (zero: lowest compared OMol25 entry of this formula, charge and spin)**: 10.7 kcal/mol
**Maximum force**: 2.39 eV Å⁻¹
**Net charge**: 0

XYZ file:
```
12
Properties=species:S:1:pos:R:3:forces:R:3
C 0.473 1.287 0.627 1.6 0.9 -0.4
C 0.616 1.199 -0.917 1.4 0.1 1.9
H 1.466 1.583 0.998 0.1 -0.7 0.0
H 0.210 0.375 1.134 -0.6 -0.2 0.1
H -0.029 2.181 0.961 -1.1 -0.1 0.0
H 1.215 0.311 -1.108 -0.7 -0.5 -0.5
H -0.327 1.293 -1.424 0.0 -0.1 -0.6
H 1.376 1.953 -1.132 -0.7 0.5 -0.7
S -0.117 -2.735 0.056 -0.3 0.1 -0.1
S -1.918 -1.786 -0.341 0.2 -0.1 0.1
H -0.249 -2.800 1.389 0.1 0.1 0.0
H -2.716 -2.860 -0.243 0.0 0.0 -0.1
```
Positions in Å, forces in eV/Å.